Entry 1:
This record from the Open Molecules 2025 dataset describes a molecular structure, C26H22BrCsF6N8O2PS2Se2Te. The level of theory is ωB97M-V/def2-TZVPD.

Summary:
* gap between HOMO and LUMO (spin up / spin down): 6.418 / 5.924 eV
* F_max: 0.252 eV/Å
* E_LUMO (spin up / spin down): 3.5080 / 3.0142 eV
* total charge: -2
* 2S+1: 2
* ΔE to the lowest compared entry with this formula, charge and spin: 0.0 kJ/mol

```
72
C26H22BrCsF6N8O2PS2Se2Te, DFT ωB97M-V/def2-TZVPD
Cs 2.70101 2.10941 -0.91038
Br 0.72064 3.33831 4.76765
C -0.25970 3.93889 3.24514
C -1.57138 4.35090 3.42635
C -2.25650 4.76435 2.29277
C -1.61663 4.73405 1.06669
C -0.28472 4.33256 1.01553
N 0.38191 3.94135 2.10433
C 0.46122 4.29594 -0.31389
O 1.55885 4.87941 -0.37236
O -0.11560 3.62882 -1.20708
H -2.02661 4.33385 4.40531
H -3.28754 5.08954 2.37020
H -2.12102 5.00837 0.15003
Se 0.62355 -1.33269 3.76523
Se 2.08386 0.33709 3.02948
C 2.99606 -0.70587 1.67971
C 4.37047 -0.85924 1.80897
C 5.06011 -1.47443 0.77741
C 4.35918 -1.92300 -0.32960
C 2.98579 -1.74618 -0.34855
N 2.30455 -1.14288 0.63109
C -1.07075 -0.66649 3.14260
C -2.16006 -1.53636 3.18281
C -3.38561 -1.06280 2.75869
C -3.48257 0.24715 2.30837
C -2.33867 1.02639 2.30990
N -1.15477 0.58500 2.73488
H 4.87664 -0.46190 2.67739
H 6.13662 -1.57921 0.83142
H 4.85096 -2.35916 -1.18740
H 2.42212 -2.07744 -1.21088
H -2.03387 -2.55807 3.51873
H -4.25343 -1.71183 2.76169
H -4.41773 0.65636 1.95143
H -2.36138 2.04799 1.94816
C -0.50248 -3.68761 0.16543
C -0.17437 -2.86184 -1.01837
N 0.32581 -3.27502 -2.14143
N 0.45470 -2.13300 -2.88816
C 0.08561 -1.02160 -2.23252
S 0.08232 0.56604 -2.77504
N -0.33268 -1.50358 -1.02794
N -0.73417 -0.78278 0.08821
H -0.32141 -4.73406 -0.06891
H -1.54462 -3.53644 0.44951
H 0.11642 -3.38059 1.01106
H 1.02804 -2.13027 -3.71909
H -1.25584 0.03422 -0.23099
H 0.11943 -0.47039 0.55657
Te -2.52687 1.92951 -1.68106
C -3.53232 0.09705 -2.07716
C -4.52339 -0.35437 -1.20368
C -5.16205 -1.57014 -1.40611
C -4.80520 -2.37639 -2.47803
C -3.81754 -1.94241 -3.35271
C -3.19626 -0.71494 -3.16244
H -4.78929 0.24956 -0.34508
H -5.92811 -1.89635 -0.71131
H -5.28648 -3.33555 -2.62680
H -3.52341 -2.56328 -4.19090
H -2.42663 -0.38949 -3.85152
F 4.02329 -0.01777 -2.74972
P 4.17393 -0.82201 -4.16692
F 5.38829 -1.68305 -3.52481
F 5.21667 0.28963 -4.68830
F 4.31804 -1.64352 -5.55141
F 3.11530 -1.95077 -3.61836
F 2.93782 0.01423 -4.77342
S 5.55568 2.59445 4.31515
C 4.67339 2.36417 2.94174
N 4.07336 2.19018 1.95274
```



Entry 2:
This record from the Open Molecules 2025 dataset describes 2 unconnected molecules or ions with the total composition C3H7NS at a distorted geometry. The level of theory is ωB97M-V/def2-TZVPD.

Summary:
* gap between HOMO and LUMO: 9.489 eV
* F_max: 4.060 eV/Å
* E_LUMO: 0.7055 eV
* ΔE to the lowest compared entry with this formula, charge and spin: 198.3 kJ/mol
* SMILES: C=C=N.CS

```
12
C3H7NS, DFT ωB97M-V/def2-TZVPD
C 1.95601 -0.98546 0.30964
C 0.93197 -1.58021 0.88026
N 0.14053 -2.44711 1.30300
H 2.49912 -0.08311 0.64861
H 2.38902 -1.53228 -0.58035
H -0.87002 -2.26801 1.12431
C -1.51931 1.20954 -0.88016
S 0.03962 2.08111 -0.48327
H -1.55496 0.37516 -0.28316
H -1.26701 0.81499 -1.93335
H -2.41269 1.95226 -0.87427
H -0.33226 2.46312 0.76875
```



Entry 3:
This record from the Open Molecules 2025 dataset describes 2 unconnected molecules or ions with the total composition CH2IOP at a distorted geometry. The level of theory is ωB97M-V/def2-TZVPD.

Summary:
* gap between HOMO and LUMO: 8.840 eV
* F_max: 2.296 eV/Å
* E_LUMO: -0.5125 eV
* ΔE to the lowest compared entry with this formula, charge and spin: 267.7 kJ/mol
* SMILES: C#P.OI

```
6
CH2IOP, DFT ωB97M-V/def2-TZVPD
C 1.30982 -1.64376 -0.11163
P 0.13446 -2.62598 0.09193
H 2.03465 -0.90928 0.07474
O -1.92804 -0.14706 0.20201
I -3.83694 0.04311 -0.05250
H -1.72168 -1.06327 -0.17065
```



Entry 4:
This record from the Open Molecules 2025 dataset describes C5H7NO2 in the gas phase at a distorted geometry. The level of theory is ωB97M-V/def2-TZVPD.

Summary:
* gap between HOMO and LUMO: 9.527 eV
* F_max: 6.665 eV/Å
* E_LUMO: 0.5784 eV
* ΔE to the lowest compared entry with this formula, charge and spin: 333.1 kJ/mol
* SMILES: CCc1nocc1O

```
15
C5H7NO2, DFT ωB97M-V/def2-TZVPD
C -1.95703 0.59381 -0.86015
C -1.13912 0.78130 0.43032
C 0.27482 0.56428 0.16097
N 1.24995 1.38816 -0.12414
O 2.39490 0.77767 -0.35497
C 2.32839 -0.51844 0.02551
C 1.08320 -0.88346 0.38036
O 0.52260 -1.99170 0.81716
H -2.00234 1.39489 -1.58030
H -2.93908 0.26109 -0.49155
H -1.42444 -0.26326 -1.22282
H -1.38255 -0.05838 1.11520
H -1.42013 1.62107 0.98141
H 3.16734 -1.14846 -0.12011
H 1.24348 -2.51855 0.84311
```



Entry 5:
This record from the Open Molecules 2025 dataset describes C2H6OP2 in the gas phase at a distorted geometry. The level of theory is ωB97M-V/def2-TZVPD.

Summary:
* gap between HOMO and LUMO: 8.122 eV
* F_max: 3.883 eV/Å
* E_LUMO: -0.4842 eV
* ΔE to the lowest compared entry with this formula, charge and spin: 94.1 kJ/mol
* SMILES: C=P#[PH]OC

```
11
C2H6OP2, DFT ωB97M-V/def2-TZVPD
C 1.85294 0.96124 -0.64293
P 2.15416 -0.09420 0.70048
P 0.40744 -1.37549 1.01600
O -1.05875 -0.35246 0.92265
C -1.63761 -0.06647 -0.30371
H 2.55288 1.55578 -1.19492
H 0.86470 0.78382 -1.08986
H 0.51911 -1.47087 2.37772
H -2.31334 0.80010 -0.15426
H -2.41462 -0.87962 -0.60080
H -0.92692 0.13816 -1.03037
```



Entry 6:
This record from the Open Molecules 2025 dataset describes 4 unconnected molecules or ions with the total composition C2H12O3S2 at a distorted geometry. The level of theory is ωB97M-V/def2-TZVPD.

Summary:
* gap between HOMO and LUMO: 9.303 eV
* F_max: 1.796 eV/Å
* E_LUMO: 0.4070 eV
* ΔE to the lowest compared entry with this formula, charge and spin: 41.2 kJ/mol
* SMILES: CSSC.O.O.O

```
19
C2H12O3S2, DFT ωB97M-V/def2-TZVPD
C -1.24360 -1.01313 1.39939
S -2.32920 0.38785 1.74081
S -2.37868 1.53692 0.06559
C -0.68048 2.25959 -0.04492
H -1.83571 -1.85605 1.04482
H -0.51850 -0.80255 0.60673
H -0.61144 -1.34172 2.22275
H 0.01333 1.45163 0.15753
H -0.57263 2.79826 -0.97793
H -0.61556 2.96019 0.78955
O 3.47534 -0.46714 1.02683
H 2.63389 -0.62210 0.54067
H 3.19773 -0.11265 1.86448
O 1.59529 -1.52244 -0.92241
H 2.22835 -1.83415 -1.55866
H 0.79074 -1.49788 -1.43728
O -0.70162 -0.27936 -2.04007
H -1.01321 -0.16481 -2.95393
H -1.43404 0.11954 -1.52395
```



Entry 7:
This record from the Open Molecules 2025 dataset describes 15 unconnected molecules or ions with the total composition C16H56N2O19 at a distorted geometry. The level of theory is ωB97M-V/def2-TZVPD.

Summary:
* gap between HOMO and LUMO: 9.275 eV
* F_max: 1.163 eV/Å
* E_LUMO: -0.4726 eV
* ΔE to the lowest compared entry with this formula, charge and spin: 0.0 kJ/mol

```
93
C16H56N2O19, DFT ωB97M-V/def2-TZVPD
C 2.60144 1.13452 2.04271
C 3.62203 1.17165 1.17094
C 3.45951 1.27066 -0.32617
O 2.78978 2.40818 -0.79524
N 3.28335 3.58730 -0.11116
O 3.07918 4.52014 -0.75714
O 4.81310 1.32050 -0.87155
C 5.14684 0.17502 -1.46527
O 6.24893 -0.15281 -1.82068
O 4.05804 -0.61534 -1.61317
C 2.85908 -0.00868 -1.02812
N 2.01542 0.41667 -2.13631
C 2.23181 -1.10788 -0.20760
C 0.83970 -0.86963 0.39052
C 0.00556 -2.17610 0.31306
C -1.27596 -1.96350 -0.52929
C -2.57348 -1.89730 0.31002
C -3.21212 -0.48579 0.38272
C -4.75548 -0.50850 0.44222
C -5.43441 0.06648 -0.82288
C -6.41463 1.21586 -0.56430
C -5.85200 2.36233 0.28570
C -4.59962 3.02800 -0.30725
H 2.70928 0.54978 2.95418
H 1.66560 1.65417 1.85298
H 4.65634 1.17115 1.50508
H 1.64848 -0.44523 -2.54156
H 2.65157 0.77127 -2.84585
H 2.12078 -1.91750 -0.93776
H 2.92097 -1.47899 0.55156
H 0.92499 -0.54846 1.42896
H 0.31785 -0.07743 -0.14916
H -0.31498 -2.45297 1.32086
H 0.61527 -3.00577 -0.04348
H -1.13738 -1.03517 -1.08478
H -1.38654 -2.78388 -1.23309
H -2.37056 -2.16869 1.35150
H -3.28930 -2.64031 -0.04886
H -2.80436 0.00961 1.26197
H -2.88076 0.04919 -0.51022
H -5.10596 0.04045 1.31779
H -5.07699 -1.53912 0.58706
H -4.66111 0.44051 -1.50231
H -5.91406 -0.75752 -1.35750
H -7.33754 0.83488 -0.11716
H -6.70242 1.63528 -1.53003
H -5.65676 2.02881 1.30705
H -6.63617 3.12046 0.36816
H -3.99002 2.30747 -0.85580
H -4.89100 3.81139 -1.00825
H -3.96058 3.43819 0.47633
O 6.90142 0.77180 1.65588
H 6.81035 1.03806 0.73402
H 7.69047 0.22346 1.64960
O -6.40463 -3.63356 0.86885
H -6.65878 -3.34650 1.75281
H -7.21008 -4.02424 0.52099
O 3.38966 -2.59864 -3.55660
H 3.99871 -2.01950 -3.07899
H 3.70146 -3.48736 -3.35537
O -0.85041 1.79744 -2.74139
H -0.72949 2.69820 -3.05562
H 0.04596 1.47468 -2.58174
O 0.36221 -3.19026 -2.87710
H 0.09192 -3.80071 -3.56980
H 1.27540 -2.96321 -3.10568
O -8.57381 -3.72766 2.97420
H -8.80414 -3.42597 3.85794
H -9.38412 -4.11549 2.63089
O 8.61126 1.07605 -0.66901
H 8.18814 0.55295 -1.36219
H 9.49004 1.26616 -1.01286
O -1.42477 2.10490 1.15338
H -1.47550 2.32741 0.21716
H -0.64315 1.54677 1.22023
O -6.81598 0.53818 -3.69944
H -6.59566 1.46786 -3.80850
H -5.96299 0.10245 -3.60519
O 1.12925 4.00524 2.40433
H 0.42658 4.49973 2.83949
H 1.82873 4.65034 2.26129
O 2.34126 -0.55325 4.76591
H 2.84592 0.12041 5.23386
H 2.69023 -1.38853 5.09258
O -2.35141 3.11213 4.00947
H -2.30023 2.82041 3.09083
H -1.62021 2.65798 4.43760
O 5.31333 -2.92364 -0.16406
H 5.00798 -2.09952 -0.56352
H 5.86458 -2.65084 0.57532
O 10.77750 -1.31826 -1.56735
H 10.60776 -1.07555 -0.65173
H 9.95520 -1.71937 -1.86527
```



Entry 8:
This record from the Open Molecules 2025 dataset describes a molecular structure, C4H8N2. The level of theory is ωB97M-V/def2-TZVPD.

Summary:
* gap between HOMO and LUMO: 9.447 eV
* F_max: 0.413 eV/Å
* E_LUMO: 1.1043 eV
* ΔE to the lowest compared entry with this formula, charge and spin: 277.9 kJ/mol

```
14
C4H8N2, DFT ωB97M-V/def2-TZVPD
C 1.58402 0.46658 -0.04523
N 1.60754 -1.00974 0.15854
C 0.66553 -1.07830 -0.90755
C 0.62744 0.22674 -1.18910
C -2.20517 0.15057 0.52624
N -1.28371 0.37582 1.36553
H 2.56360 0.86274 -0.31056
H 1.19619 1.00195 0.81999
H 1.24295 -1.29010 1.06349
H 0.22065 -1.97768 -1.30759
H 0.19005 0.85022 -1.95632
H -2.41724 -0.87993 0.23751
H -2.81303 0.91947 0.03768
H -1.17883 1.38166 1.50739
```



Entry 9:
This record from the Open Molecules 2025 dataset describes a molecular structure, C31H24AlNO4P. The level of theory is ωB97M-V/def2-TZVPD.

Summary:
* gap between HOMO and LUMO: 8.664 eV
* F_max: 0.687 eV/Å
* E_LUMO: -3.2308 eV
* total charge: +1

```
62
C31H24AlNO4P, DFT ωB97M-V/def2-TZVPD
Al -0.38476 -0.62110 1.76981
C -0.51545 1.80394 3.77183
C 0.30825 2.26202 2.75514
C 1.38628 1.48815 2.32894
C 1.65559 0.26309 2.94289
C 0.81226 -0.20519 3.96329
C -0.28082 0.56334 4.35977
H -1.35796 2.40005 4.09577
H 0.11949 3.21986 2.28836
H 2.04842 1.85631 1.55600
H 2.56134 -0.27528 2.69561
H 1.04880 -1.12465 4.48196
H -0.92153 0.21297 5.15806
C -1.06356 -1.54192 -4.50990
C -0.76471 -0.18927 -4.44800
C -0.62551 0.44204 -3.21998
C -0.79711 -0.29223 -2.05221
C -1.08779 -1.65648 -2.11374
C -1.22493 -2.27735 -3.34199
P -0.70742 0.43873 -0.39711
C -0.34075 2.19996 -0.60924
C 0.96318 2.55204 -0.96406
C 1.29499 3.88671 -1.13207
C 0.33395 4.87156 -0.93954
C -0.95944 4.51993 -0.57889
C -1.30225 3.18591 -0.41196
C -2.35432 0.27885 0.34139
C -3.57375 0.49327 -0.29325
C -4.73860 0.36301 0.44500
C -4.67761 0.04300 1.79863
C -3.46036 -0.19185 2.42215
C -2.27544 -0.09705 1.69946
H -1.16847 -2.02533 -5.47203
H -0.63947 0.38196 -5.35820
H -0.39291 1.49811 -3.17243
H -1.21932 -2.22204 -1.19670
H -1.45777 -3.33269 -3.39339
H 1.71535 1.78285 -1.10420
H 2.30386 4.15876 -1.41373
H 0.59482 5.91309 -1.07156
H -1.70660 5.28831 -0.42888
H -2.30953 2.91461 -0.12080
H -3.61109 0.75438 -1.34494
H -5.69646 0.50277 -0.03838
H -5.59228 -0.03847 2.37191
H -3.44004 -0.46388 3.47129
O 0.37824 -4.39662 1.82296
C 0.77302 -3.35217 1.39487
O 0.22157 -2.18093 1.73641
C 1.91025 -3.22859 0.42644
C 2.61886 -4.36568 0.04576
C 3.66821 -4.26109 -0.85527
C 4.02682 -3.03269 -1.38915
C 3.30774 -1.91240 -1.00468
C 2.25776 -2.00035 -0.11154
N 3.65025 -0.59284 -1.54307
O 2.98223 0.36396 -1.16534
O 4.58639 -0.51442 -2.30390
H 2.33979 -5.32536 0.45932
H 4.21593 -5.14667 -1.14678
H 4.84479 -2.93768 -2.08823
H 1.71960 -1.10127 0.13208
```



Entry 10:
This record from the Open Molecules 2025 dataset describes a molecular structure, C6H18Li4NO3 at a distorted geometry. The level of theory is ωB97M-V/def2-TZVPD.

Summary:
* gap between HOMO and LUMO: 6.141 eV
* F_max: 2.459 eV/Å
* E_LUMO: -5.1455 eV
* total charge: +1
* ΔE to the lowest compared entry with this formula, charge and spin: 739.7 kJ/mol

```
32
C6H18Li4NO3, DFT ωB97M-V/def2-TZVPD
Li 3.82283 1.42270 3.10990
Li 2.99568 -2.26456 3.79393
Li 0.94398 -0.03254 1.34970
Li 0.78388 0.72663 4.87568
O 3.72549 -1.04974 1.38224
H 4.65717 -1.30652 1.23887
O 0.13581 -1.63946 3.50525
H -0.70355 -2.09675 3.30302
O 1.21509 2.47209 2.68224
H 0.96011 3.41521 2.68822
C 0.19714 -2.28631 -1.49127
C -1.02750 -1.38983 -1.53829
N -0.74333 -0.01087 -1.14180
C -1.97661 0.71749 -0.83982
C -2.71977 0.43104 0.54560
C 0.00477 0.59413 -2.26951
C 0.43739 2.05460 -2.06108
H 1.05058 -2.15101 -2.15568
H -0.00754 -3.32812 -1.73795
H 0.56788 -2.30392 -0.46641
H -1.40968 -1.41631 -2.55875
H -1.76623 -1.83235 -0.87004
H -2.77315 0.46864 -1.54103
H -1.83467 1.79821 -0.83701
H -2.86915 -0.62875 0.75207
H -3.70370 0.86171 0.73133
H -2.06771 0.73458 1.36461
H 0.92476 0.02199 -2.38942
H -0.55456 0.57668 -3.20489
H 0.90814 2.32038 -1.11458
H 1.18822 2.37205 -2.78467
H -0.36177 2.74898 -2.32044
```



Entry 11:
This record from the Open Molecules 2025 dataset describes C6H14NOP in the gas phase at a distorted geometry. The level of theory is ωB97M-V/def2-TZVPD.

Summary:
* gap between HOMO and LUMO: 9.291 eV
* F_max: 5.214 eV/Å
* E_LUMO: 0.8477 eV
* ΔE to the lowest compared entry with this formula, charge and spin: 45.5 kJ/mol
* SMILES: CCCPCCC(N)=O

```
23
C6H14NOP, DFT ωB97M-V/def2-TZVPD
C 1.92854 -1.64201 0.44127
C 1.59346 -0.57974 -0.59709
C 1.91749 0.86216 -0.14644
P 0.58477 2.06005 -0.69728
C -0.77332 1.68940 0.52149
C -1.99308 0.90653 -0.04305
C -2.12454 -0.42570 0.66448
N -2.13713 -1.63765 -0.10965
O -2.21810 -0.46537 1.80849
H 1.30504 -1.49325 1.31305
H 2.97261 -1.62132 0.70583
H 1.65472 -2.61207 0.05295
H 0.53646 -0.64252 -0.80749
H 2.12352 -0.76089 -1.52013
H 2.82591 1.23920 -0.58621
H 1.93008 0.96880 0.92805
H 0.17244 1.51257 -1.93747
H -0.35681 1.09106 1.31796
H -1.06464 2.62642 0.96369
H -2.87911 1.45714 0.23616
H -1.92877 0.79295 -1.11318
H -2.83825 -1.56936 -0.84132
H -1.23130 -1.75636 -0.55409
```



Entry 12:
This record from the Open Molecules 2025 dataset describes 3 unconnected molecules or ions with the total composition H6O3. The level of theory is ωB97M-V/def2-TZVPD.

Summary:
* gap between HOMO and LUMO: 10.840 eV
* F_max: 0.588 eV/Å
* E_LUMO: 0.3570 eV
* ΔE to the lowest compared entry with this formula, charge and spin: 25.5 kJ/mol
* SMILES: O.O.O

```
9
H6O3, DFT ωB97M-V/def2-TZVPD
O -0.56889 0.24152 0.27989
H 0.33440 0.60307 0.40331
H -0.78541 -0.18084 1.11823
O -2.37481 -0.99386 -1.52843
H -2.49558 -1.82626 -1.06253
H -1.74858 -0.47974 -0.97298
O 2.16315 0.80241 0.58985
H 2.62331 1.50815 1.05967
H 2.85241 0.32554 0.11298
```